Entry P
3 unconnected molecules or ions with the total composition C3H10NO4. Source: the Open Molecules 2025 dataset; level of theory: ωB97M-V/def2-TZVPD.

Calculated values
- E_HOMO (eV) = -4.83
- total charge = -1
- frontier orbital gap (eV) = 8.566

Last column: Mulliken charge in e.
Positions of all 18 atoms, in Å:
C (-0.280, -0.896, 0.315)  -0.236
N (-1.185, -0.257, -0.633)  -0.366
C (-0.859, 1.097, -1.080)  0.547
O (0.367, 1.362, -1.084)  -0.839
O (-1.836, 1.770, -1.429)  -0.748
C (-0.480, -0.433, 1.778)  -1.132
H (-0.417, -1.966, 0.148)  0.428
H (0.720, -0.624, 0.044)  0.235
H (-2.143, -0.251, -0.320)  0.221
H (0.474, -0.201, 2.254)  0.259
H (-0.962, -1.135, 2.472)  0.306
H (-1.082, 0.486, 1.741)  0.303
H (1.520, 2.303, 1.369)  0.272
H (1.306, 2.486, -0.089)  0.472
O (1.858, 2.851, 0.647)  -0.698
H (0.236, -2.034, -2.128)  0.348
H (1.747, -1.962, -2.039)  0.315
O (1.017, -2.596, -1.967)  -0.687

Entry Q
3 unconnected molecules or ions with the total composition C3H10NO4. Source: the Open Molecules 2025 dataset; level of theory: ωB97M-V/def2-TZVPD.

Calculated values
- E_HOMO (eV) = -4.33
- total charge = -1
- frontier orbital gap (eV) = 8.019

Last column: Mulliken charge in e.
Positions of all 18 atoms, in Å:
C (-2.335, 0.414, -0.373)  -0.288
N (-1.013, 0.514, -0.122)  -0.290
C (-0.216, 1.036, -1.180)  -0.494
C (0.862, -0.150, -1.456)  -0.497
O (1.296, -0.537, -0.186)  -0.544
O (-3.219, -0.310, 0.208)  -0.687
H (-2.721, 1.060, -1.211)  0.246
H (-0.654, 0.358, 1.890)  0.445
H (-0.732, 1.075, -2.219)  0.310
H (0.386, 1.965, -1.063)  0.288
H (0.225, -1.021, -1.805)  0.230
H (1.661, 0.001, -2.205)  0.372
H (0.523, -0.663, 0.423)  0.331
H (-1.822, -0.535, 2.138)  0.343
O (-0.989, -0.067, 2.658)  -0.748
H (3.588, -0.434, -0.325)  0.376
H (4.199, -1.252, 0.821)  0.311
O (4.484, -0.579, 0.128)  -0.704

Relative energies, kcal/mol: entry P 0.0; entry Q 49.3.